Entry 1:
The following is a quantum chemistry calculation of a 2-piece molecular cluster, C4H8O2 overall in a non-equilibrium geometry, from the Open Molecules 2025 dataset.

HOMO level: -0.3389 Eh
structure (SMILES): C=CC=O.CO
LUMO energy: 0.034 hartree
multiplicity: 1
HOMO-LUMO gap: 10.14 eV

Atoms and positions in Å:
C 0.34 -0.50 -1.30
C -0.81 -0.52 -0.64
C -1.69 0.67 -0.75
O -1.58 1.72 -0.15
H 0.88 -1.41 -1.50
H 0.72 0.44 -1.70
H -1.27 -1.43 -0.26
H -2.46 0.54 -1.54
C 1.31 -0.07 1.30
O -0.11 -0.02 1.42
H 1.65 -1.08 1.03
H 1.68 0.18 2.28
H 1.79 0.61 0.57
H -0.45 0.87 1.24

These are the natural (NBO) partial charges, in e, on atoms 1 to 6: -0.442 -0.246 0.426 -0.543 0.207 0.199

***

Entry 2:
The following is a quantum chemistry calculation of an isolated molecule of C4H8O2, from the Open Molecules 2025 dataset.

HOMO level: -0.3627 Eh
structure (SMILES): CO[C@@H](C)C=O
LUMO energy: 0.030 hartree
multiplicity: 1
HOMO-LUMO gap: 10.68 eV

Atoms and positions in Å:
C -1.88 -0.51 -0.28
O -1.00 0.58 -0.34
C 0.41 0.37 -0.34
C 1.11 1.21 0.75
C 0.91 -1.06 -0.25
O 2.04 -1.30 0.10
H -2.88 -0.13 -0.50
H -1.66 -1.29 -1.02
H -1.89 -0.97 0.72
H 0.76 0.73 -1.32
H 0.89 2.27 0.58
H 0.74 0.92 1.73
H 2.20 1.06 0.73
H 0.25 -1.88 -0.57

These are the natural (NBO) partial charges, in e, on atoms 1 to 6: -0.250 -0.534 -0.007 -0.621 0.406 -0.513

***

Entry 3:
The following is a quantum chemistry calculation of an isolated molecule of C4H8O2, from the Open Molecules 2025 dataset.

HOMO level: -0.3360 Eh
structure (SMILES): C=C(O)[C@@H](C)O
LUMO energy: 0.031 hartree
multiplicity: 1
HOMO-LUMO gap: 9.98 eV

Atoms and positions in Å:
C -1.67 -0.50 0.12
C -0.71 0.41 -0.03
O -1.11 1.68 -0.35
C 0.77 0.31 0.26
C 1.28 -1.11 0.07
O 1.54 1.18 -0.53
H -2.69 -0.12 0.29
H -1.52 -1.56 0.14
H -2.01 1.52 -0.63
H 0.88 0.58 1.33
H 0.79 -1.80 0.76
H 2.36 -1.12 0.25
H 1.10 -1.42 -0.96
H 0.99 1.95 -0.73

These are the natural (NBO) partial charges, in e, on atoms 1 to 6: -0.561 0.322 -0.692 0.042 -0.616 -0.711

***

Entry 4:
The following is a quantum chemistry calculation of C4H8O2 as an isolated structure, from the Open Molecules 2025 dataset.

HOMO level: -0.3434 Eh
LUMO energy: 0.031 hartree
multiplicity: 1
HOMO-LUMO gap: 10.19 eV

Atoms and positions in Å:
C 0.70 -0.82 0.40
C -0.72 -1.20 -0.03
O -1.22 -0.26 -0.97
C -0.53 0.97 -0.88
C 0.25 1.04 0.42
O 1.36 1.76 0.49
H 1.36 0.39 0.50
H 1.43 -1.11 -0.36
H 0.96 -1.24 1.37
H -0.74 -2.18 -0.50
H -1.37 -1.23 0.86
H -1.24 1.80 -0.91
H 0.18 1.09 -1.71
H -0.41 0.99 1.32

These are the natural (NBO) partial charges, in e, on atoms 1 to 6: -0.660 -0.060 -0.519 -0.126 0.208 -0.759

***

Entry 5:
The following is a quantum chemistry calculation of a 2-piece molecular cluster, C4H8O2 overall in a non-equilibrium geometry, from the Open Molecules 2025 dataset.

HOMO level: -0.3355 Eh
structure (SMILES): C=CO.C=CO
LUMO energy: 0.022 hartree
multiplicity: 1
HOMO-LUMO gap: 9.71 eV

Atoms and positions in Å:
C -2.17 -0.45 0.66
C -1.62 -1.72 0.77
O -0.77 -2.05 1.88
H -2.91 -0.31 -0.08
H -1.99 0.38 1.31
H -1.50 -2.30 -0.19
H -0.21 -2.84 1.64
C 2.14 2.00 -0.60
C 1.27 1.33 -1.41
O 1.29 -0.11 -1.37
H 2.00 3.04 -0.66
H 2.85 1.59 0.16
H 0.31 1.86 -1.70
H 1.31 -0.40 -0.42

These are the natural (NBO) partial charges, in e, on atoms 1 to 6: -0.480 0.111 -0.708 0.203 0.208 0.188

***

Entry 6:
The following is a quantum chemistry calculation of an isolated molecule of C4H8O2, from the Open Molecules 2025 dataset.

HOMO level: -0.3464 Eh
structure (SMILES): C1COCCO1
LUMO energy: 0.039 hartree
multiplicity: 1
HOMO-LUMO gap: 10.49 eV

Atoms and positions in Å:
C -1.33 0.33 -0.21
C -0.81 -1.10 -0.01
O 0.43 -1.21 0.63
C 1.35 -0.30 0.05
C 0.86 1.11 0.26
O -0.34 1.31 -0.46
H -1.87 0.18 -1.14
H -2.03 0.69 0.57
H -1.55 -1.67 0.58
H -0.75 -1.54 -1.02
H 2.31 -0.49 0.54
H 1.45 -0.49 -1.03
H 0.72 1.29 1.34
H 1.57 1.85 -0.13

These are the natural (NBO) partial charges, in e, on atoms 1 to 6: -0.101 -0.096 -0.518 -0.102 -0.094 -0.525